(1)
ORCA calculation (wB97M-V/def2-TZVPD) on a single C21H31N3O5S molecule.

As for the energy above the lowest of the compared OMol25 structures with the same formula, charge and spin: 34.39 kcal per mole. The max |F| is 1.0 eV/Å. As for the SMILES: O=C(NCCc1ccccc1)C1CCN(S(=O)(=O)N2CCC3(CC2)OCCO3)CC1. Its net charge is 0.

XYZ file:
```
61
Properties=species:S:1:pos:R:3:forces:R:3
O -3.65787 -2.74383 -1.26703 -0.37 -0.26 -0.09
C -2.72321 -2.06811 -0.88883 0.60 -0.38 0.02
N -2.79010 -0.73271 -0.71674 0.04 0.52 0.06
C -4.01714 0.01104 -0.86051 -0.16 0.00 0.12
C -4.55942 0.47303 0.50091 -0.02 -0.06 -0.32
C -5.84452 1.22690 0.31722 0.08 0.01 0.13
C -5.85008 2.61225 0.22369 0.00 -0.03 0.00
C -7.03320 3.30040 0.01898 -0.03 0.10 -0.03
C -8.22657 2.60936 -0.09886 -0.08 0.06 -0.02
C -8.23051 1.22740 -0.01122 -0.09 -0.04 -0.03
C -7.04697 0.54180 0.19383 0.02 0.03 0.00
C -1.35143 -2.66586 -0.56271 -0.19 0.14 -0.01
C -1.07828 -2.49568 0.93970 0.19 -0.23 -0.02
C 0.35988 -2.87318 1.28175 -0.42 0.02 0.57
N 1.29686 -2.10556 0.48085 0.30 0.91 0.32
S 1.34361 -0.48918 0.89812 0.65 -0.27 -0.29
O 0.30728 0.29262 0.27817 0.06 0.16 -0.19
O 1.43737 -0.42201 2.32326 0.05 -0.16 0.22
N 2.78125 -0.08990 0.15529 -0.95 -0.36 0.26
C 2.96201 1.32529 -0.10195 -0.23 0.64 -0.25
C 4.13849 1.51458 -1.05243 0.27 -0.16 0.40
C 5.41101 0.90558 -0.42915 -0.28 -0.35 -0.33
C 5.15402 -0.56006 -0.06905 0.00 0.49 0.08
C 3.92460 -0.67640 0.82452 0.57 -0.40 0.23
O 5.81018 1.61549 0.72322 -0.21 -0.31 0.15
C 6.68936 2.64004 0.31595 0.19 0.29 -0.12
C 7.17974 2.19723 -1.07894 0.12 0.26 0.03
O 6.50253 0.98298 -1.32383 -0.16 -0.30 0.04
C 1.13915 -2.35303 -0.93880 -0.12 0.13 -0.71
C -0.26710 -2.02410 -1.44063 0.11 -0.13 0.02
H -1.98966 -0.23450 -0.35314 0.02 -0.14 -0.04
H -3.84479 0.88025 -1.50322 -0.09 -0.07 0.01
H -4.73797 -0.65267 -1.34350 0.08 0.15 0.00
H -3.81300 1.10662 0.98520 0.00 -0.03 0.07
H -4.72520 -0.40754 1.12464 0.07 0.01 0.03
H -4.92091 3.15664 0.31728 0.11 0.05 0.03
H -7.02376 4.37871 -0.04801 0.00 0.08 0.00
H -9.15057 3.14572 -0.25728 -0.07 0.04 -0.01
H -9.15903 0.68289 -0.10227 -0.07 -0.05 0.00
H -7.05229 -0.53648 0.26179 0.00 -0.14 0.02
H -1.40379 -3.73677 -0.78665 -0.11 0.12 0.00
H -1.22243 -1.45639 1.23948 -0.14 -0.08 0.07
H -1.77448 -3.11657 1.50624 -0.04 0.05 0.03
H 0.54890 -3.93327 1.08995 0.07 0.07 0.01
H 0.57917 -2.64904 2.32605 -0.08 -0.25 0.00
H 2.03386 1.69409 -0.53907 0.15 0.15 0.02
H 3.15910 1.86622 0.83466 -0.05 0.01 -0.08
H 3.95029 1.00777 -1.99864 -0.03 0.02 -0.05
H 4.29088 2.57719 -1.24415 0.01 0.05 -0.03
H 5.00923 -1.11149 -0.99699 -0.01 -0.06 -0.04
H 6.02992 -0.95171 0.44657 0.03 0.01 -0.02
H 3.67887 -1.72021 1.01982 0.22 0.03 0.08
H 4.11221 -0.16837 1.77919 -0.02 -0.08 -0.03
H 7.49478 2.70122 1.05026 -0.07 0.05 -0.08
H 6.16797 3.60419 0.27087 0.08 -0.08 0.02
H 6.93152 2.93840 -1.84798 0.07 -0.05 0.08
H 8.25222 1.99432 -1.10667 -0.08 0.08 -0.01
H 1.37550 -3.40810 -1.10857 0.06 0.06 0.04
H 1.87884 -1.73514 -1.44927 -0.02 -0.21 -0.17
H -0.37990 -2.37796 -2.46702 0.00 0.03 -0.03
H -0.37482 -0.94108 -1.44004 -0.02 -0.15 -0.16
```
Positions in Å, forces in eV/Å.



(2)
ORCA calculation (wB97M-V/def2-TZVPD) on a molecular structure, C14H10IrN7O2S5.

As for the energy above the lowest of the compared OMol25 structures with the same formula, charge and spin: 2.12 kcal per mole. The max |F| is 0.6 eV/Å. Its net charge is 0.

XYZ file:
```
39
Properties=species:S:1:pos:R:3:forces:R:3
Ir -0.22635 -0.52279 -0.84393 0.45 0.27 -0.18
S 0.71082 -1.87485 0.71881 0.14 0.01 -0.21
C 2.23558 -1.76631 -0.10657 -0.23 0.16 -0.11
S 1.99077 -0.70524 -1.47263 -0.31 -0.13 0.29
C 3.40257 -2.37279 0.25049 -0.14 0.03 -0.05
C 3.43802 -3.19678 1.41046 0.04 -0.04 0.06
N 3.41764 -3.84960 2.35810 0.00 -0.01 0.00
C 4.57581 -2.17811 -0.53000 0.15 0.00 0.05
N 5.52210 -1.99913 -1.16002 -0.03 0.00 -0.05
C -4.46727 3.27871 0.43470 -0.02 -0.01 0.00
C -2.98910 3.31060 0.36863 -0.02 -0.06 0.05
N -2.23583 4.36156 0.35727 -0.04 0.06 0.01
N -0.96145 3.87346 0.29965 0.02 -0.01 0.01
C -0.90761 2.53926 0.25586 0.01 -0.01 -0.09
S 0.45779 1.54506 0.16419 0.04 0.05 0.10
N -2.20860 2.17259 0.30124 -0.06 0.09 0.02
N -2.56146 0.83474 0.32469 0.09 0.01 0.12
H -4.84206 4.29735 0.47382 0.01 0.01 0.00
H -4.79948 2.73926 1.32268 -0.01 0.00 -0.01
H -4.88679 2.77925 -0.43960 0.00 0.00 0.00
H -0.17846 4.50398 0.27857 0.01 -0.02 -0.01
H -3.49256 0.65301 -0.04464 0.03 0.11 -0.09
H -2.51456 0.50250 1.28460 -0.05 -0.14 -0.06
O -4.83823 -0.98429 -0.07405 -0.01 -0.01 0.03
S -4.01376 -2.15912 0.10411 -0.12 0.09 -0.24
O -3.92284 -2.71822 1.41511 0.01 -0.05 0.02
N -2.51503 -1.80608 -0.50379 -0.17 -0.21 0.18
C -2.26527 -2.50098 -1.57575 0.48 0.21 0.06
S -0.74952 -2.21749 -2.31832 -0.28 -0.38 0.01
C -3.31780 -3.44686 -1.99683 -0.07 -0.13 -0.03
C -3.32599 -4.33694 -3.05541 0.00 0.01 0.00
C -4.43916 -5.15440 -3.20978 0.00 0.00 -0.01
C -5.50913 -5.08561 -2.32372 0.00 0.01 0.02
C -5.49984 -4.19358 -1.25514 -0.03 0.00 0.00
C -4.39340 -3.38572 -1.12475 0.09 0.09 0.07
H -2.48600 -4.39712 -3.73487 0.01 0.01 0.01
H -4.47200 -5.86192 -4.02723 0.00 0.00 0.00
H -6.35884 -5.74023 -2.46315 0.00 0.00 0.00
H -6.32268 -4.14081 -0.55550 -0.01 0.00 -0.01
```
Positions in Å, forces in eV/Å.



(3)
ORCA calculation (wB97M-V/def2-TZVPD) on a molecular structure, C6H9O4PPb.

The max |F| is 6.1 eV/Å. As for the total energy: -29076.72242 eV. Its net charge is +2.

XYZ file:
```
21
Properties=species:S:1:pos:R:3:forces:R:3
O -2.60017 -4.08412 -3.08739 1.59 1.93 0.86
C -1.91035 -3.25373 -2.73283 -1.87 -2.46 -1.39
Pb -0.51446 -1.23632 -1.36020 -0.70 -0.37 0.89
C -0.88699 0.20802 -3.37312 -0.77 4.03 -3.38
C 1.59341 -2.38690 -2.11241 5.66 -2.25 -0.34
O -1.10744 1.09419 -4.07007 0.82 -3.51 2.65
O 2.65838 -2.83983 -2.13694 -4.98 2.04 0.04
C 1.09725 1.85886 1.95976 0.78 0.68 0.12
P 0.23898 0.68749 0.87437 1.37 1.71 1.15
C -1.25126 1.68589 0.53231 -1.46 0.42 -0.41
C 0.58475 -0.82469 1.83763 -0.05 -1.48 0.64
O 0.80286 0.33666 -0.54242 -0.09 0.32 0.41
H 1.14129 1.52873 3.00341 0.05 -0.61 -0.31
H 0.60846 2.83033 2.08912 -0.05 -0.11 -0.74
H 2.13437 2.03682 1.63410 -0.29 -0.09 0.04
H -0.92863 2.62331 -0.02960 0.19 -1.36 0.55
H -2.03855 1.21143 -0.09131 0.51 0.00 0.20
H -1.81888 2.10237 1.38718 0.61 -0.56 0.01
H 0.13989 -1.78110 1.47619 0.15 0.63 -0.01
H 1.71407 -0.98554 1.82370 -1.29 0.60 -0.37
H 0.34300 -0.81188 2.91852 -0.18 0.43 -0.61
```
Positions in Å, forces in eV/Å.



(4)
ORCA calculation (wB97M-V/def2-TZVPD) on a gas-phase ion, C4H9N2 (charge +1).

As for the energy above the lowest of the compared OMol25 structures with the same formula, charge and spin: 75.52 kcal per mole. The max |F| is 3.8 eV/Å. As for the SMILES: C[C@H]1[NH2+]/C1=C\N. Its net charge is +1.

XYZ file:
```
15
Properties=species:S:1:pos:R:3:forces:R:3
C -1.51707 -1.71557 0.25033 1.61 0.17 0.65
C -0.54846 -0.64609 0.71825 0.04 -0.84 -0.64
N 0.89435 -0.81540 0.25584 -1.41 -0.17 -2.13
C 0.01913 0.34009 -0.16112 0.14 0.14 0.85
C 0.16551 1.64973 -0.36657 3.24 0.43 -0.79
N 1.31384 2.36965 -0.73198 -3.73 -0.01 0.68
H -2.43082 -1.25050 0.60762 -0.82 -0.72 -1.07
H -1.36248 -2.74992 0.58553 -0.10 0.57 1.19
H -1.22615 -1.89304 -0.76963 -1.30 0.66 -1.16
H -0.62043 -0.29391 1.71070 0.07 -0.12 1.27
H 1.63263 -0.81448 0.91582 0.91 0.35 0.69
H 0.94771 -1.53843 -0.48829 0.36 0.56 0.85
H -0.56879 2.39058 -0.26032 -1.96 0.00 0.05
H 2.16924 1.96747 -0.78391 2.92 -1.77 -0.25
H 1.13180 2.99983 -1.48227 0.02 0.75 -0.19
```
Positions in Å, forces in eV/Å.



(5)
ORCA calculation (wB97M-V/def2-TZVPD) on 2 unconnected molecules or ions with the total composition C4H7N2.

As for the energy above the lowest of the compared OMol25 structures with the same formula, charge and spin: 127.31 kcal per mole. The max |F| is 2.8 eV/Å. Its net charge is +1.

XYZ file:
```
13
Properties=species:S:1:pos:R:3:forces:R:3
C 0.21247 1.24447 -0.26430 0.61 -1.42 -1.51
C -0.79123 2.65928 1.43910 -1.84 1.11 0.74
C -0.44251 -2.28266 -0.25513 0.23 0.58 2.30
C 0.82093 -2.00176 -0.57844 2.43 0.01 -0.51
N -0.15852 1.96967 0.64560 0.78 -0.56 -0.31
N 0.72895 0.50143 -1.01759 -0.19 1.94 1.05
H -1.84663 2.83100 1.51189 -0.94 -0.56 -0.85
H -0.32806 3.25564 2.14512 1.71 0.84 1.59
H -1.25131 -2.48822 -0.98475 0.71 0.21 0.64
H -0.66654 -2.21501 0.88882 -0.03 -0.56 -2.30
H 1.17955 -1.92298 -1.63196 -0.65 -0.52 0.62
H 1.78604 -1.84322 0.08512 -2.63 -0.35 -0.71
H 0.75688 0.29234 -1.98347 -0.17 -0.72 -0.77
```
Positions in Å, forces in eV/Å.



(6)
ORCA calculation (wB97M-V/def2-TZVPD) on 2 unconnected molecules or ions with the total composition H6NS2.

As for the energy above the lowest of the compared OMol25 structures with the same formula, charge and spin: 12.79 kcal per mole. The max |F| is 2.3 eV/Å. Its net charge is +1.

XYZ file:
```
9
Properties=species:S:1:pos:R:3:forces:R:3
N 2.09124 0.35040 -0.86882 -1.06 1.56 -1.31
H 1.13222 -0.07230 -0.63259 1.30 -0.27 -0.26
H 2.23933 1.10382 -0.19314 0.62 -0.43 0.32
H 1.85986 0.88807 -1.71842 -0.18 -0.08 0.09
H 2.92228 -0.14981 -1.18541 -0.05 -0.66 0.97
S -0.40958 -0.49382 1.25338 0.19 -0.08 -0.44
S -0.93441 0.21555 -0.66964 -0.54 0.29 1.36
H -1.47691 -1.26517 1.40948 -0.28 -0.32 0.11
H -1.30649 1.36644 -0.05424 -0.01 -0.01 -0.85
```
Positions in Å, forces in eV/Å.